Model one:
The following is a quantum chemistry calculation of CH4N2O3 in the gas phase, from the Open Molecules 2025 dataset.

Structure (ORCA input):
```
! RIJCOSX wB97M-V def2-TZVPD def2/J DEFGRID3
* xyz 0 1
N 1.07 -0.92 0.14
C 0.26 0.27 0.39
O 0.85 1.48 0.01
O -0.93 0.09 -0.45
N -2.01 -0.27 0.46
O -2.98 -0.54 -0.12
H 0.80 -1.38 -0.78
H 1.94 -0.52 -0.15
H 0.04 0.34 1.43
H 0.96 1.46 -0.93
*
```

SMILES ... N[C@@H](O)ON=O
Highest occupied orbital energy ... -10.46 eV
Gap between HOMO and LUMO ... 10.48 eV

Löwdin population analysis, charges in e, atoms 1 to 5: N 0.074; C -0.468; O 0.025; O -0.077; N -0.006

=====

Model two:
The following is a quantum chemistry calculation of CH4N2O3 in the gas phase, from the Open Molecules 2025 dataset.

Structure (ORCA input):
```
! RIJCOSX wB97M-V def2-TZVPD def2/J DEFGRID3
* xyz 0 1
N 1.45 -1.18 0.19
O 0.74 -0.50 -0.79
C -0.07 0.64 -0.42
N -1.37 0.22 0.06
O -2.35 0.65 -0.42
O -1.34 -0.64 0.91
H 0.79 -1.32 0.91
H 2.05 -0.38 0.49
H 0.32 1.43 0.40
H -0.23 1.09 -1.33
*
```

SMILES ... NOC[N+](=O)[O-]
Highest occupied orbital energy ... -10.80 eV
Gap between HOMO and LUMO ... 10.76 eV

Löwdin population analysis, charges in e, atoms 1 to 5: N 0.047; O -0.177; C -0.097; N -0.430; O 0.129

=====

Model three:
The following is a quantum chemistry calculation of CH4N2O3 in the gas phase, from the Open Molecules 2025 dataset.

Structure (ORCA input):
```
! RIJCOSX wB97M-V def2-TZVPD def2/J DEFGRID3
* xyz 0 1
N -0.46 0.82 0.09
C 0.37 -0.22 0.36
O 0.03 -1.28 -0.48
N 1.98 0.08 0.13
O 2.28 1.14 -0.33
O 2.69 -0.91 0.30
H -0.69 0.64 -0.91
H 0.15 1.62 0.11
H 0.32 -0.48 1.41
H 0.78 -1.86 -0.25
*
```

SMILES ... N[C@@H](O)[N+](=O)[O-]
Highest occupied orbital energy ... -10.57 eV
Gap between HOMO and LUMO ... 10.64 eV

Löwdin population analysis, charges in e, atoms 1 to 5: N 0.104; C -0.415; O 0.034; N -0.327; O 0.090

=====

Model four:
The following is a quantum chemistry calculation of 2 unconnected molecules or ions with the total composition CH4N2O3, from the Open Molecules 2025 dataset.

Structure (ORCA input):
```
! RIJCOSX wB97M-V def2-TZVPD def2/J DEFGRID3
* xyz 0 1
H -1.74 0.32 1.50
N -2.06 -0.07 0.60
N -1.35 -1.01 0.21
H -0.48 -1.37 0.77
O 1.11 -0.91 0.45
C 0.82 0.12 -0.19
O 0.70 1.33 0.37
O 1.07 0.27 -1.50
H 0.64 1.95 -0.38
H 1.28 -0.63 -1.82
*
```

SMILES ... [H]/N=N\[H].O=C(O)O
Highest occupied orbital energy ... -8.78 eV
Gap between HOMO and LUMO ... 9.11 eV

Löwdin population analysis, charges in e, atoms 1 to 5: H 0.048; N -0.012; N -0.061; H 0.072; O 0.038

=====

The structure with the least stability is model two.

=====

Model one:
The following is a quantum chemistry calculation of 3 unconnected molecules or ions with the total composition C5H18NO2, from the Open Molecules 2025 dataset.

Structure (ORCA input):
```
! RIJCOSX wB97M-V def2-TZVPD def2/J DEFGRID3
* xyz 1 1
C 0.41 -2.03 0.12
C 1.18 -0.90 0.80
C 0.35 0.38 1.04
C 1.21 1.46 1.69
C 0.36 2.63 2.26
N 0.20 -1.79 -1.34
H -0.58 -2.08 0.56
H 0.78 -3.03 0.29
H 1.59 -1.28 1.73
H 2.07 -0.68 0.18
H -0.05 0.68 0.07
H -0.47 0.08 1.69
H 1.67 1.00 2.56
H 1.94 1.80 0.96
H 0.71 2.98 3.22
H -0.68 2.31 2.37
H 0.33 3.43 1.53
H 1.07 -1.96 -1.84
H -0.50 -2.43 -1.72
H -0.15 -0.84 -1.58
H -3.34 -0.53 -1.48
H -2.34 0.32 -0.62
O -2.54 -0.57 -0.93
H 0.15 1.35 -2.79
H -1.22 0.88 -3.03
O -0.39 0.55 -2.67
*
```

Highest occupied orbital energy ... -14.57 eV
Gap between HOMO and LUMO ... 11.49 eV

Löwdin population analysis, charges in e, atoms 1 to 5: C -0.155; C -0.188; C -0.227; C -0.243; C -0.088

=====

Model two:
The following is a quantum chemistry calculation of 3 unconnected molecules or ions with the total composition C5H18NO2, from the Open Molecules 2025 dataset.

Structure (ORCA input):
```
! RIJCOSX wB97M-V def2-TZVPD def2/J DEFGRID3
* xyz 1 1
C -0.87 1.82 -0.16
C -0.48 0.43 -0.66
C 1.02 0.19 -0.86
C 1.48 0.96 -2.09
C 1.83 0.63 0.38
N -0.97 -0.61 0.38
H -0.09 2.54 -0.33
H -1.18 1.85 0.88
H -1.76 2.12 -0.71
H -1.01 0.10 -1.54
H 1.21 -0.86 -1.03
H 2.46 0.65 -2.43
H 1.42 2.04 -1.92
H 0.85 0.78 -2.97
H 1.21 0.76 1.27
H 2.36 1.57 0.23
H 2.60 -0.10 0.63
H -0.71 -0.35 1.32
H -0.75 -1.57 0.11
H -2.00 -0.52 0.36
H -2.39 0.25 3.77
H -1.53 1.24 3.07
O -2.00 0.42 2.89
H -0.15 -3.60 -1.25
H 0.56 -3.97 0.01
O 0.47 -3.23 -0.60
*
```

Highest occupied orbital energy ... -15.18 eV
Gap between HOMO and LUMO ... 12.28 eV

Löwdin population analysis, charges in e, atoms 1 to 5: C -0.011; C -0.290; C -0.388; C -0.057; C -0.041

=====

Model three:
The following is a quantum chemistry calculation of 3 unconnected molecules or ions with the total composition C5H18NO2, from the Open Molecules 2025 dataset.

Structure (ORCA input):
```
! RIJCOSX wB97M-V def2-TZVPD def2/J DEFGRID3
* xyz 1 1
C 0.56 0.90 0.91
C 0.11 -0.55 0.86
C -1.16 -0.75 1.80
C -2.49 -0.02 1.72
C -3.14 -0.40 0.43
N 2.04 1.05 0.31
H 0.43 1.48 1.80
H -0.01 1.60 0.26
H -0.10 -0.82 -0.18
H 0.93 -1.28 1.20
H -1.47 -1.82 1.68
H -0.69 -0.54 2.86
H -3.16 -0.34 2.61
H -2.41 1.13 1.84
H -2.44 -0.28 -0.35
H -3.96 0.27 0.18
H -3.63 -1.42 0.46
H 2.38 1.87 0.70
H 2.62 0.25 0.67
H 2.10 1.17 -0.71
H 2.28 1.31 -3.03
H 3.46 0.60 -2.31
O 2.93 1.32 -2.19
H 0.49 -2.07 -3.37
H -0.36 -1.04 -2.72
O 0.32 -1.63 -2.57
*
```

Highest occupied orbital energy ... -13.97 eV
Gap between HOMO and LUMO ... 10.77 eV

Löwdin population analysis, charges in e, atoms 1 to 5: C -0.113; C -0.187; C -0.222; C -0.299; C -0.133

=====

The structure with the least stability is model three.